A.
2 unconnected molecules or ions with the total composition C2H4NO2S. Source: OMol25; level of theory: ωB97M-V with the def2-TZVPD basis set.

Each line ends with the Löwdin charge.
CARTESIAN COORDINATES (ANGSTROEM)
C1 -1.71 0.34 0.44  -0.62
C2 -1.40 0.50 -0.85  -0.21
N1 -2.41 -0.68 0.92  -0.14
O1 4.08 0.13 0.69  -0.46
O2 4.04 -1.07 -1.43  -0.46
S1 3.36 -0.69 -0.23  0.85
H1 -1.24 1.10 1.30  0.10
H2 -0.96 1.41 -1.24  -0.04
H3 -1.35 -0.26 -1.63  -0.01
H4 -2.43 -0.78 2.02  -0.01

Output
- 2S+1: 1
- HOMO (alpha / beta): -0.0594 / -0.0602 hartree
- HOMO-LUMO gap (alpha / beta): 3.19 / 3.23 eV
- Total charge: -1

B.
2 unconnected molecules or ions with the total composition C2H4NO2S. Source: OMol25; level of theory: ωB97M-V with the def2-TZVPD basis set.

Each line ends with the Löwdin charge.
CARTESIAN COORDINATES (ANGSTROEM)
C1 0.60 -0.66 -0.25  -0.35
C2 -0.61 -1.11 -0.97  -0.19
N1 1.19 -1.46 0.58  -0.02
O1 0.76 2.53 1.78  -0.60
O2 -1.23 2.70 0.37  -0.58
S1 0.17 2.45 0.43  0.61
H1 -1.39 -0.68 -0.43  0.03
H2 -0.61 -0.60 -1.91  0.04
H3 -0.71 -2.21 -0.77  0.07
H4 1.83 -0.94 1.16  -0.01

Output
- 2S+1: 1
- HOMO (alpha / beta): -0.0613 / -0.1131 hartree
- HOMO-LUMO gap (alpha / beta): 5.29 / 7.02 eV
- Total charge: -1

Energy above the most stable structure, in kcal/mol: A 8.5; B 0.0

A.
A gas-phase ion, C4H10NS2 (charge +1). Source: OMol25; level of theory: ωB97M-V with the def2-TZVPD basis set.

Each line ends with the Löwdin charge.
CARTESIAN COORDINATES (ANGSTROEM)
C1 1.26 1.12 -1.20  -0.25
C2 0.92 2.24 -0.18  -0.40
C3 -0.09 0.09 1.23  -0.82
C4 -1.30 -2.15 1.79  -0.28
N1 0.65 -0.23 -0.94  0.03
S1 0.99 1.42 1.45  0.94
S2 0.23 -1.21 2.19  0.97
H1 0.98 1.60 -2.12  0.12
H2 2.33 1.01 -1.15  0.11
H3 1.36 3.20 -0.29  0.08
H4 -0.11 2.70 -0.18  0.10
H5 -1.13 0.13 0.96  0.05
H6 -1.89 -1.57 1.07  0.05
H7 -1.81 -2.11 2.76  0.06
H8 -1.19 -3.07 1.34  0.02
H9 -0.09 -0.42 -1.64  0.13
H10 1.46 -0.82 -0.91  0.09

Output
- 2S+1: 1
- HOMO: -0.4987 hartree
- HOMO-LUMO gap: 8.86 eV
- Total charge: +1

B.
A gas-phase ion, C4H10NS2 (charge +1). Source: OMol25; level of theory: ωB97M-V with the def2-TZVPD basis set.

Each line ends with the Löwdin charge.
CARTESIAN COORDINATES (ANGSTROEM)
C1 -3.28 0.73 -0.21  -0.32
S1 -2.11 -0.48 0.51  0.83
C2 -0.41 -0.17 -0.11  -0.83
N1 0.54 -1.18 0.60  0.04
C3 1.83 -0.64 0.03  -0.18
C4 1.93 0.78 0.54  -0.43
S2 0.26 1.51 0.28  0.91
H1 -4.21 0.37 -0.01  0.01
H2 -3.10 0.68 -1.22  0.01
H3 -3.10 1.77 0.22  0.08
H4 -0.43 -0.28 -1.14  0.05
H5 0.19 -2.07 0.36  0.15
H6 0.32 -1.04 1.57  0.16
H7 1.73 -0.70 -1.16  0.19
H8 2.65 -1.15 0.41  0.11
H9 2.23 0.93 1.57  0.08
H10 2.81 1.20 -0.02  0.12

Output
- 2S+1: 1
- SMILES string: CS[C@@H]1[NH2+]CCS1
- HOMO: -0.4791 hartree
- HOMO-LUMO gap: 9.75 eV
- Total charge: +1

Energy above the most stable structure, in kcal/mol: A 10.5; B 0.0